C21H63N12O9 | ωB97M-V/def2-TZVPD

Properties
LUMO level, eV: 2.0801
Largest force on an atom, eV/Å: 8.487
Energy above the lowest of the compared OMol25 structures with the same formula, charge and spin, kJ/mol: 0.0
Spin multiplicity: 1
Total charge: -1

Geometry (Å):
1 C -18.93 16.01 -16.28
2 C -12.85 19.19 -14.63
3 N -15.72 21.39 -14.45
4 H -21.04 16.93 -10.41
5 O -14.29 13.73 -9.47
6 C -14.98 18.15 -11.35
7 H -14.84 15.74 -13.24
8 C -13.89 20.76 -7.29
9 C -15.02 15.60 -14.31
10 C -14.05 12.57 -11.65
11 C -17.74 15.33 -10.88
12 O -19.28 11.21 -15.10
13 H -18.65 13.44 -10.75
14 H -11.80 19.23 -14.92
15 H -12.87 14.95 -8.36
16 C -15.41 19.16 -10.29
17 H -17.05 15.52 -16.08
18 H -12.56 13.75 -10.59
19 H -13.74 14.79 -11.16
20 H -13.02 21.24 -7.73
21 H -17.82 19.59 -15.09
22 H -21.17 17.62 -8.75
23 H -15.17 19.55 -13.51
24 H -9.41 15.39 -14.91
25 H -15.48 13.31 -12.67
26 O -13.58 19.74 -15.69
27 H -19.28 14.36 -12.84
28 H -11.49 14.85 -14.40
29 C -10.43 16.29 -13.42
30 N -9.50 16.19 -14.31
31 H -20.01 15.59 -12.15
32 H -17.50 15.52 -17.70
33 N -17.73 15.83 -16.77
34 H -13.88 11.63 -11.13
35 N -17.82 12.63 -15.82
36 H -15.16 18.35 -15.77
37 C -18.98 14.47 -10.77
38 H -14.37 21.39 -6.54
39 C -21.09 16.71 -9.35
40 C -13.92 14.74 -8.54
41 H -18.04 16.37 -10.77
42 H -17.75 20.13 -13.52
43 H -14.88 17.17 -10.90
44 H -21.98 16.07 -9.27
45 H -18.34 12.22 -12.90
46 H -19.71 16.23 -14.50
47 H -14.82 21.75 -14.17
48 H -13.05 18.13 -14.52
49 H -15.73 17.95 -12.11
50 C -15.73 19.86 -14.40
51 O -10.46 17.03 -12.47
52 H -15.85 12.99 -11.16
53 H -13.40 19.88 -9.91
54 O -15.88 14.51 -14.58
55 H -20.82 14.16 -9.69
56 H -18.05 15.53 -14.58
57 H -16.13 20.81 -10.07
58 C -14.33 11.92 -16.98
59 C -14.25 19.59 -9.28
60 C -18.48 12.10 -14.90
61 H -15.04 13.72 -16.29
62 H -12.81 19.77 -13.71
63 H -17.12 13.11 -13.71
64 O -14.21 11.18 -17.93
65 H -17.17 15.09 -9.98
66 H -17.21 13.35 -15.46
67 H -15.84 21.90 -15.32
68 H -15.55 13.18 -17.90
69 H -17.06 15.23 -11.72
70 O -19.97 16.14 -16.85
71 N -18.93 15.80 -14.98
72 H -14.04 18.39 -11.85
73 N -17.98 12.58 -13.77
74 H -19.54 14.10 -8.64
75 H -14.04 15.55 -14.78
76 H -18.01 12.64 -16.81
77 C -17.21 19.46 -14.19
78 H -13.50 11.40 -13.19
79 H -8.74 16.82 -14.09
80 H -16.17 18.68 -9.68
81 H -13.59 19.82 -6.83
82 H -13.16 13.20 -13.57
83 C -14.99 19.42 -15.63
84 H -15.49 20.75 -11.49
85 C -19.86 14.65 -9.53
86 H -12.22 15.40 -12.97
87 H -14.07 18.64 -8.79
88 N -15.43 12.57 -11.98
89 N -19.82 14.61 -12.03
90 H -12.10 12.28 -12.55
91 H -13.87 10.69 -15.45
92 H -14.39 12.39 -15.15
93 N -14.14 11.62 -15.76
94 O -14.79 20.59 -8.37
95 H -14.19 14.39 -7.54
96 H -15.39 16.60 -14.55
97 H -14.41 15.71 -8.61
98 C -13.64 13.79 -10.73
99 N -16.11 20.23 -10.89
100 N -15.04 13.04 -17.04
101 C -13.14 12.37 -12.87
102 H -15.53 19.84 -16.48
103 N -11.43 15.47 -13.60
104 H -17.31 18.47 -13.75
105 O -19.89 15.98 -9.04